Record 1
# C6H24AgBF6NO14S2

A structure of composition C6H24AgBF6NO14S2 at a distorted geometry (ωB97M-V/def2-TZVPD, the Open Molecules 2025 dataset).

Summary:
ΔE to the lowest compared entry with this formula, charge and spin = 0.000 eV
LUMO level (spin up / spin down) = -0.9 / -5.4 eV
spin multiplicity = 2
total energy = -79409.4549 eV

Element x y z (Å)
Ag -1.82672 0.68535 1.48610
S -1.77880 3.09274 -0.94325
S -0.07845 3.65350 0.94029
F 1.65082 1.57109 0.60499
F 2.57324 3.57366 0.45059
F -3.33497 4.90921 0.33772
F -3.99553 4.56146 -1.60796
F -4.38567 3.03567 -0.05925
F 1.31962 2.80472 -1.19172
O -1.05505 -4.23293 1.11040
O -3.79859 0.12549 0.31432
O -3.12154 -0.51693 2.97824
O 5.54748 -3.84638 -0.35146
O -0.53727 0.71888 3.28494
O -2.09477 1.96243 -1.84032
O 4.59274 -1.77671 -0.33946
O -0.18988 5.10067 0.56373
O 0.15105 3.50893 2.36922
O -1.00425 4.14333 -1.69059
O -3.29485 -1.98081 -1.38687
O 3.88398 -3.30296 -1.64224
O 1.88304 -2.84321 1.59444
O -0.32146 -0.58098 -2.42842
N -1.31441 2.50299 0.37100
C 4.72421 -3.03497 -0.71133
C 3.53676 -1.06381 -1.00224
C 3.06566 -2.13506 -1.90097
C 4.10464 0.16727 -1.63816
C -3.49907 3.89912 -0.52473
C 1.50626 2.83849 0.13396
B -0.54217 -1.04809 0.49511
H -0.60621 1.09928 4.16060
H -0.16703 -0.78408 -1.50586
H 4.88155 -0.13358 -2.34100
H -3.99261 -0.49893 3.37466
H -0.65308 0.31693 -2.42425
H 2.30094 -1.98289 1.55634
H -2.91503 -1.44786 2.89480
H 0.37162 0.42538 3.22167
H -2.62000 -2.59080 -1.08902
H 1.01788 -2.70707 1.20815
H -0.21620 -1.94681 -0.00519
H -1.36305 -0.59068 -0.03514
H 0.28079 -0.35472 0.57391
H -0.92882 -1.15617 1.49665
H 4.63763 0.80861 -0.93624
H -3.66854 -0.58602 -0.31264
H -3.44753 -2.21956 -2.30116
H 3.13458 -1.98623 -2.97856
H 2.75206 -0.85172 -0.27603
H -4.74086 0.29276 0.29543
H 3.19836 0.63447 -2.02351
H -0.60232 -4.54700 0.32769
H 2.03321 -2.40566 -1.67977
H -1.05336 -3.27979 1.02241

---

Record 2
# C6H24AgClN12O6

A structure of composition C6H24AgClN12O6 at a distorted geometry (ωB97M-V/def2-TZVPD, the Open Molecules 2025 dataset).

Summary:
net charge = +2
ΔE to the lowest compared entry with this formula, charge and spin = 0.000 eV
LUMO level (spin up / spin down) = -4.3 / -9.4 eV
spin multiplicity = 3
total energy = -53286.0271 eV

Element x y z (Å)
Ag -0.80042 0.25098 0.25165
Cl -3.31797 0.26837 1.38414
O -0.61238 -2.05559 0.50663
O -0.57160 2.38693 1.18305
O -1.08043 -0.87881 -1.75387
O 1.28083 -0.04928 -0.34154
O 0.23308 -0.15415 2.37138
O -1.35130 1.90705 -1.44661
N 0.73525 3.11478 2.92572
N 2.56056 -1.71586 0.28862
N -0.23305 -3.95900 -0.59523
N -1.79037 3.05597 -3.29288
N -0.65713 -1.88774 -3.63566
N 3.49195 0.02241 -0.53591
N -0.59977 4.51962 1.99053
N -1.86602 -3.91927 0.74088
N -2.42781 -0.64361 -3.65791
N 1.20284 0.15525 4.41776
N 1.10636 -1.89477 3.56646
N 0.19722 2.82521 -2.70399
C 2.37319 -0.50614 -0.10844
C -0.15665 3.29289 1.96874
C -1.42914 -1.10439 -2.96692
C -0.84955 -3.28572 0.29781
C -1.04364 2.57730 -2.40649
C 0.87150 -0.58711 3.34906
H 0.70588 -2.60805 2.97405
H 1.75664 -2.27543 0.53498
H 1.24425 2.26488 2.72904
H 1.20737 3.92136 3.30865
H -0.88452 -2.07644 -4.60146
H 3.32945 0.93617 -0.93432
H -1.46275 3.41489 -4.17828
H 0.32224 3.35007 -3.55780
H -0.28623 5.06254 2.78238
H 0.90841 1.12078 4.45182
H -2.53960 -1.10605 -4.54884
H -1.94240 -4.87008 0.40888
H 0.08431 -2.26459 -3.06264
H 1.59859 -0.35940 5.19147
H 0.48386 -3.50339 -1.14164
H -1.27913 4.88924 1.34095
H 0.98133 2.42792 -2.20657
H -2.53407 -3.57008 1.41309
H 4.41028 -0.29774 -0.26338
H -2.77660 2.84035 -3.26173
H 3.47641 -2.00750 0.59891
H 1.57896 -2.30194 4.36079
H -2.99584 0.13748 -3.36237
H -0.65259 -4.86038 -0.77299

---

Record 3
# C6H24F2N12O6Y

A structure of composition C6H24F2N12O6Y at a distorted geometry (ωB97M-V/def2-TZVPD, the Open Molecules 2025 dataset).

Summary:
net charge = +1
ΔE to the lowest compared entry with this formula, charge and spin = 3.474 eV
LUMO level = -2.1 eV
total energy = -43260.6269 eV

Element x y z (Å)
Y 18.68029 -4.79290 -14.17441
F 20.15788 -3.16694 -13.33482
F 17.75522 -5.20263 -12.06391
O 18.31962 -3.72946 -16.18752
O 20.69544 -4.66141 -16.04964
O 17.10646 -2.76712 -13.79497
O 18.60030 -6.47011 -15.84758
O 16.42956 -5.28627 -14.68408
O 20.05568 -6.44551 -13.24257
N 21.50865 -7.62055 -12.18489
N 19.85115 -7.18366 -11.07348
N 17.99439 -8.53343 -15.79479
N 18.27157 -4.35474 -18.30510
N 15.79935 -1.14449 -12.81689
N 14.62990 -5.55424 -15.92751
N 16.95873 -2.80890 -17.66681
N 17.89412 -1.28235 -12.43718
N 19.31058 -7.87696 -17.38959
N 14.41588 -4.55986 -13.98611
N 22.72782 -5.33534 -16.40015
N 22.45426 -3.98956 -14.84151
C 17.83750 -3.66395 -17.29222
C 16.94064 -1.76746 -13.09457
C 20.41676 -7.02713 -12.19650
C 21.85334 -4.67863 -15.78303
C 15.20824 -5.26171 -14.78537
C 18.62789 -7.57667 -16.34583
H 22.00567 -3.27204 -14.29013
H 16.48902 -2.87578 -18.55845
H 13.71548 -5.15531 -16.08498
H 15.26228 -5.98347 -16.58778
H 18.70688 -1.83108 -12.67889
H 16.81534 -2.05458 -17.01066
H 18.99919 -6.64127 -11.06528
H 14.75337 -4.27987 -13.07628
H 20.19238 -7.74845 -10.30884
H 15.00404 -1.54986 -13.28939
H 17.70381 -4.25356 -19.13426
H 19.61015 -7.06824 -17.91526
H 13.44400 -4.53972 -14.26023
H 21.85277 -8.03624 -11.33115
H 18.91663 -5.13075 -18.26263
H 17.91226 -0.69731 -11.61407
H 19.38948 -8.83303 -17.70550
H 17.95440 -9.39007 -16.32833
H 15.83484 -0.26055 -12.32956
H 23.44560 -3.82021 -14.93460
H 22.05146 -7.64766 -13.03620
H 17.45205 -8.38140 -14.95642
H 22.75493 -5.41978 -17.40625
H 23.48873 -5.63918 -15.80957

---

Record 4
# C6H24FN12O6Y

A structure of composition C6H24FN12O6Y at a distorted geometry (ωB97M-V/def2-TZVPD, the Open Molecules 2025 dataset).

Summary:
net charge = +2
ΔE to the lowest compared entry with this formula, charge and spin = 2.320 eV
LUMO level = -8.0 eV
total energy = -40533.6086 eV

Element x y z (Å)
Y 2.49643 -0.86930 0.21768
F 0.35696 -0.29842 0.07273
O 2.13350 -1.39649 -1.99837
O -2.75668 -0.63497 2.55918
O -1.54573 4.71911 0.00879
O 2.46487 1.15756 1.44407
O 1.53504 -3.08044 0.09473
O -3.93761 -1.44230 -1.55297
N 3.66950 3.08441 1.31380
N -1.80618 -0.97515 -2.11109
N -2.23032 2.69537 -0.77095
N 1.36957 -1.84811 -4.07900
N 0.62600 -5.17695 0.12542
N -2.53310 -0.59927 0.07426
N -0.67737 -3.34117 0.54665
N -0.09762 2.96436 0.11277
N -1.19702 0.99116 2.37603
N 3.60235 -1.45932 -3.76025
N -3.40246 1.55191 2.85573
N 2.34961 2.64914 3.13364
C 0.53549 -3.83931 0.24855
C 2.35928 -1.54301 -3.23563
C -1.31743 3.54781 -0.20079
C -2.49249 0.55393 2.63593
C 2.82169 2.27671 1.94146
C -2.86421 -1.01619 -1.17950
H 1.53903 -5.57945 -0.00031
H -0.86186 -0.75284 -1.85045
H -0.83808 -2.35055 0.62849
H -4.27805 1.22619 3.23146
H -3.19793 -0.65059 0.82886
H -1.95821 -1.61069 -2.87403
H -3.19408 2.97515 -0.79279
H -3.08533 2.48803 3.03218
H 3.99281 2.94972 0.36936
H -1.98452 1.73395 -0.92086
H 1.58396 -2.00743 -5.04944
H -0.09997 -5.75381 0.51678
H 3.70475 -1.57160 -4.75574
H 1.87539 1.98089 3.71945
H 0.16513 2.00689 -0.02895
H -0.64982 0.46132 1.72422
H 0.67360 3.60921 0.14944
H 0.40917 -1.83450 -3.78310
H 4.05563 3.94279 1.68113
H 2.23631 3.62338 3.36709
H -1.49574 -3.92154 0.45247
H -0.87992 1.93750 2.49877
H -1.60383 -0.23865 0.19311
H 4.42953 -1.33441 -3.21005